# 1
Computed, not measured: an isolated molecule of C9H8ClN5 at a distorted geometry, with wB97M-V/def2-TZVPD.

Geometry (Å):
H 4.084 1.998 0.104
H -3.560 -1.911 1.620
C -2.254 0.566 -0.683
N 1.120 -0.166 0.320
H 1.946 2.445 0.948
C -1.592 -1.899 1.010
C -0.066 -0.362 -0.167
N -3.335 0.328 -0.917
C -0.664 -1.759 -0.191
H 3.454 1.594 -1.501
N 3.253 1.884 -0.443
H 0.251 -2.374 -0.050
C -2.858 -2.201 0.921
Cl -1.367 3.219 -1.204
C -0.285 1.954 -0.837
H -3.245 -2.263 -0.016
H -1.104 -2.043 -1.173
C 2.035 2.199 -0.080
C 2.090 -0.934 0.679
C -0.860 0.757 -0.529
H -1.126 -1.749 2.014
N 3.087 -1.479 1.005
N 0.998 2.194 -0.829

Frontier orbital gap in eV: 8.26
Net charge: 0
M in g/mol: 221.65
SMILES string: C=CCC(=N\C#N)/C(C#N)=C(Cl)\N=C\N
HOMO level in eV: -8.882
Relative energy (zero: lowest compared OMol25 entry of this formula, charge and spin) in kcal/mol: 19.1

# 2
Computed, not measured: a structure of composition C9H8CuN2O4 at a distorted geometry, with wB97M-V/def2-TZVPD.

Geometry (Å):
H -0.534 -0.236 2.554
N 0.287 0.902 0.910
C -0.043 0.658 2.203
H -0.739 -0.598 -3.299
O 1.239 1.698 -2.041
C -1.034 -1.803 0.617
C -0.160 -1.303 -2.713
C 1.491 -1.404 -0.227
C -0.792 -2.266 -1.948
H -0.255 -3.150 -1.622
H 1.281 3.526 2.617
O -2.872 0.818 -1.032
Cu -0.181 -0.540 -0.521
O -1.546 -2.548 1.334
C 0.701 0.843 -1.485
C 0.875 2.132 0.963
N 0.307 1.657 3.031
C 0.883 2.585 2.260
H 1.281 2.695 0.139
H 0.880 -1.420 -2.997
C -1.859 0.298 -0.851
O 2.507 -1.914 -0.030
H -1.874 -2.328 -1.924
H 0.159 1.699 4.063

Frontier orbital gap (spin up / spin down) in eV: 7.55 / 6.32
Multiplicity: 2
Net charge: +2
M in g/mol: 271.72
HOMO level (spin up / spin down) in eV: -16.435 / -16.435
Relative energy (zero: lowest compared OMol25 entry of this formula, charge and spin) in kcal/mol: 44.5

# 3
Computed, not measured: a structure of composition C9H8F15O17S5V at a distorted geometry, with wB97M-V/def2-TZVPD.

Geometry (Å):
F -0.942 -2.539 -13.339
O 2.649 -6.639 -10.674
S 3.355 -9.836 -10.552
S 3.860 -5.819 -10.741
O 3.998 -7.287 -7.883
O 3.517 -11.292 -10.285
C -2.021 -8.797 -9.672
F 0.056 -4.301 -14.137
H -2.269 -7.748 -9.511
O 4.991 -6.609 -10.262
F 5.326 -4.944 -12.829
O 2.089 -9.161 -10.223
F -3.032 -4.440 -8.967
C -1.629 -10.311 -7.835
C 3.698 -9.439 -12.407
O 0.100 -3.960 -8.306
O 0.453 -5.477 -11.450
F 1.664 -8.524 -5.819
F 3.802 -6.429 -13.331
F 3.194 -4.418 -12.962
O 4.461 -9.058 -9.943
F -3.248 -5.815 -7.455
C -0.466 -9.386 -8.055
O -0.365 -5.611 -6.601
H -1.929 -10.426 -6.794
F -2.789 -3.814 -6.788
H -3.433 -9.124 -8.024
S 0.106 -4.010 -11.443
C 2.294 -7.411 -5.690
O -0.597 -6.201 -9.010
H -2.314 -8.972 -10.707
V 0.691 -7.395 -10.342
O -1.253 -3.801 -10.997
H -1.398 -11.321 -8.177
O 3.746 -4.561 -10.012
O 1.658 -7.241 -8.334
O 0.169 -7.989 -11.708
H 0.476 -9.933 -8.019
C -2.758 -9.686 -8.669
O 2.660 -5.252 -7.275
F 2.850 -8.637 -12.774
F 3.619 -10.479 -13.150
O -0.599 -9.008 -9.444
F 4.932 -8.916 -12.581
C 4.059 -5.329 -12.598
S -0.735 -5.131 -7.975
C -2.586 -4.739 -7.788
O 1.076 -3.161 -10.793
H -0.439 -8.575 -7.328
F 3.436 -7.576 -5.050
H -3.430 -10.355 -9.206
S 2.678 -6.746 -7.437
C 0.150 -3.274 -13.304
F 1.620 -6.516 -5.080
F 1.203 -2.528 -13.520

Frontier orbital gap (spin up / spin down) in eV: 8.18 / 4.13
Multiplicity: 3
Net charge: -2
M in g/mol: 884.40
HOMO level (spin up / spin down) in eV: -4.019 / -3.670

# 4
Computed, not measured: the ion C9H8FN2O2 with charge +1 at a distorted geometry, with wB97M-V/def2-TZVPD.

Geometry (Å):
C 1.356 1.569 0.442
H 4.254 0.251 -0.806
H 4.086 1.720 -0.064
C 3.712 0.720 0.107
C 0.036 1.367 0.300
H 2.347 -1.709 -0.128
C 2.267 0.463 0.265
H -3.289 1.184 1.006
O -4.664 -2.106 -1.091
C -1.935 -0.210 -0.018
O -4.161 -0.192 0.025
N -2.997 0.509 0.316
H -0.062 -1.989 0.062
C 0.352 -0.979 0.039
H 4.359 0.460 1.012
H -0.607 2.192 0.435
N -3.854 -1.311 -0.681
C -2.357 -1.387 -0.625
C -0.479 0.109 0.113
C 1.746 -0.877 0.057
H 1.733 2.608 0.509
F -1.844 -2.392 -1.276

Frontier orbital gap (spin up / spin down) in eV: 7.31 / 7.31
Net charge: +1
M in g/mol: 195.17
SMILES string: Cc1ccc(-c2[nH]o[n+](=O)c2F)cc1
HOMO level (spin up / spin down) in eV: -12.949 / -12.949
Relative energy (zero: lowest compared OMol25 entry of this formula, charge and spin) in kcal/mol: 28.3

Question: Look up the M of the second one.
Answer: 271.72 g/mol

Question: Among the records above, which one has the highest net charge?
Answer: C9H8CuN2O4

Question: The lowest net charge belongs to which entry?
Answer: C9H8F15O17S5V

Question: The highest M belongs to which entry?
Answer: C9H8F15O17S5V